1.
Entry from the Open Molecules 2025 dataset: C16H24BBr21Cl2IO2 as an isolated structure in a non-equilibrium geometry (wB97M-V/def2-TZVPD).

Values from the calculation:
charge: -1
frontier orbital gap: 5.898 eV
LUMO: 0.93 eV
HOMO level: -5.0 eV

```
67
C16H24BBr21Cl2IO2, DFT wB97M-V/def2-TZVPD
C -2.15 4.62 2.38
C -1.29 3.38 2.64
B -1.60 2.04 1.70
I -2.03 2.86 -0.37
C -2.89 1.29 2.40
C -4.10 0.90 1.51
C -5.20 1.99 1.42
C -5.60 2.29 0.01
O -5.92 1.46 -0.75
O -5.55 3.60 -0.35
C -0.19 1.18 1.72
Cl 0.20 0.48 3.38
C 0.02 0.06 0.70
C 0.67 0.52 -0.62
Cl -1.43 -0.96 0.36
H -3.20 4.41 2.15
H -2.17 5.22 3.30
H -1.73 5.29 1.64
H -1.35 3.07 3.68
H -0.25 3.70 2.50
H -2.59 0.38 2.92
H -3.29 1.94 3.18
H -3.86 0.55 0.52
H -4.59 0.05 2.01
H -4.95 2.89 1.97
H -6.11 1.60 1.87
H -6.36 3.82 -0.83
H 0.60 1.90 1.54
H 0.76 -0.62 1.14
H 1.49 -0.13 -0.89
H 0.93 1.57 -0.60
H -0.09 0.41 -1.39
C -7.42 4.90 -4.13
Br -8.18 4.86 -5.90
Br -8.53 3.96 -2.86
Br -5.61 4.25 -4.10
H -7.39 5.94 -3.82
C 3.20 -3.24 -0.77
Br 2.50 -3.65 -2.52
Br 4.40 -1.73 -0.81
Br 1.79 -2.99 0.52
H 3.78 -4.10 -0.45
C 1.30 -7.05 -4.98
Br 1.92 -7.18 -3.16
Br 1.04 -5.22 -5.52
Br 2.48 -7.99 -6.19
H 0.34 -7.54 -5.03
C 1.56 6.30 0.50
Br 1.68 4.44 0.06
Br 0.13 7.17 -0.47
Br 1.39 6.57 2.40
H 2.48 6.77 0.19
C 5.69 -8.67 -4.04
Br 6.70 -9.21 -5.60
Br 5.76 -10.00 -2.64
Br 6.21 -6.93 -3.41
H 4.65 -8.59 -4.35
C 0.47 4.64 6.59
Br -1.05 4.49 7.77
Br 0.78 3.03 5.59
Br 0.29 6.15 5.40
H 1.34 4.81 7.21
C 10.03 -9.07 -1.24
Br 9.22 -9.16 -2.99
Br 8.91 -9.87 0.10
Br 11.80 -9.83 -1.23
H 10.13 -8.03 -0.99
```

2.
Entry from the Open Molecules 2025 dataset: C36H69MnN2O26 as an isolated structure in a non-equilibrium geometry (wB97M-V/def2-TZVPD).

Values from the calculation:
charge: -1
frontier orbital gap (alpha / beta): 5.423 / 3.531 eV
LUMO (alpha / beta): 1.35 / -0.56 eV
HOMO level (alpha / beta): -4.1 / -4.1 eV
2S+1: 6
⟨S²⟩: 8.784

```
134
C36H69MnN2O26, DFT wB97M-V/def2-TZVPD
Mn 2.52 -1.15 -0.48
C -0.35 -6.29 -3.06
C 0.01 -6.42 -1.61
N -0.86 -5.73 -0.73
C -0.61 -4.47 -0.23
C -1.51 -4.19 0.75
N -2.29 -5.33 0.90
C -1.93 -6.28 -0.06
C -3.44 -5.52 1.69
H 0.28 -6.93 -3.68
H -0.17 -5.24 -3.28
H -1.40 -6.54 -3.23
H 1.06 -6.16 -1.45
H -0.03 -7.44 -1.24
H 0.14 -3.77 -0.56
H -1.66 -3.32 1.38
H -2.42 -7.23 -0.23
H -3.90 -6.47 1.42
H -4.09 -4.64 1.63
H -3.12 -5.68 2.72
C -0.07 2.03 0.40
C -1.40 2.19 0.13
C -2.15 1.14 -0.64
O -3.42 1.19 -0.82
C -1.50 -0.02 -0.96
C -0.10 -0.27 -0.67
C 0.75 0.98 -0.07
O 1.96 0.80 0.02
O 0.49 -1.35 -0.63
O -1.99 3.17 0.72
H 0.42 2.77 1.02
H -2.02 -0.79 -1.51
C 1.01 -2.51 3.30
C 1.67 -3.08 2.29
C 1.73 -4.62 2.10
O 2.41 -5.23 1.08
C 0.98 -5.39 2.85
C 0.16 -4.87 3.92
C 0.37 -3.36 4.27
O -0.27 -3.03 5.25
O -0.77 -5.49 4.44
O 2.22 -2.18 1.54
H 0.99 -1.44 3.44
H 0.87 -6.41 2.53
C -2.37 6.70 2.28
C -3.86 7.00 2.24
O -4.33 6.66 0.98
O -2.11 5.35 2.82
H -1.78 7.35 2.92
H -1.84 6.75 1.32
H -4.13 8.04 2.45
H -4.26 6.44 3.09
H -4.08 5.74 0.86
H -2.39 4.71 2.17
C -0.11 0.84 5.05
C -0.45 1.20 3.55
O -1.71 1.86 3.38
O -0.79 -0.34 5.41
H -0.49 1.58 5.76
H 0.95 0.71 5.27
H -0.50 0.27 2.98
H 0.42 1.75 3.20
H -1.79 2.05 2.44
H -0.33 -1.12 5.08
C 3.29 -1.38 -3.40
C 2.39 -2.58 -2.86
O 2.86 -2.93 -1.54
O 2.90 -0.40 -2.42
H 3.06 -1.12 -4.44
H 4.33 -1.68 -3.31
H 2.40 -3.46 -3.50
H 1.40 -2.18 -2.66
H 3.36 -3.74 -1.65
H 2.64 0.34 -2.98
C -2.75 -1.38 -5.29
C -1.57 -1.85 -4.49
O -0.67 -0.76 -4.24
O -2.47 -0.69 -6.57
H -3.44 -0.87 -4.62
H -3.34 -2.28 -5.45
H -1.03 -2.72 -4.87
H -1.95 -2.23 -3.54
H -1.12 -0.22 -3.58
H -2.24 0.23 -6.42
C 5.81 -0.52 0.13
C 6.23 0.58 -0.81
O 5.81 0.39 -2.16
O 4.45 -0.37 0.33
H 6.45 -0.56 1.01
H 5.92 -1.49 -0.36
H 7.32 0.55 -0.86
H 5.95 1.58 -0.46
H 6.43 -0.20 -2.59
H 4.34 0.38 0.91
C -5.71 -1.09 0.68
C -4.45 -1.82 1.12
O -3.43 -0.92 1.49
O -6.49 -0.82 1.81
H -6.37 -1.62 -0.01
H -5.46 -0.14 0.21
H -4.06 -2.31 0.23
H -4.60 -2.68 1.77
H -3.43 -0.18 0.87
H -7.09 -0.09 1.65
C 5.05 2.35 2.58
C 5.02 3.89 2.39
O 5.70 4.24 1.14
O 3.84 1.86 1.96
H 4.99 2.13 3.65
H 5.95 1.88 2.18
H 5.50 4.30 3.28
H 4.01 4.29 2.42
H 6.61 4.03 1.36
H 3.48 2.53 1.37
C 3.21 5.28 -1.49
C 3.23 3.77 -1.57
O 3.01 3.19 -0.33
O 4.44 5.75 -0.98
H 2.44 5.61 -0.79
H 3.05 5.58 -2.52
H 4.24 3.40 -1.79
H 2.49 3.45 -2.30
H 2.58 2.34 -0.42
H 4.70 5.09 -0.33
C -3.89 4.58 -2.04
C -4.37 3.92 -3.37
O -4.06 2.52 -3.47
O -4.76 4.36 -0.96
H -4.04 5.65 -2.16
H -2.85 4.30 -1.88
H -3.93 4.24 -4.31
H -5.43 4.14 -3.32
H -3.84 2.17 -2.60
H -4.68 3.43 -0.75
```

3.
Entry from the Open Molecules 2025 dataset: a 2-piece molecular cluster, C4H12N3O overall (wB97M-V/def2-TZVPD).

Values from the calculation:
charge: +1
energy relative to the best compared isomer or geometry (same formula, charge and spin): 141.4 kJ/mol
frontier orbital gap: 9.645 eV
LUMO: -3.44 eV
HOMO level: -13.1 eV

```
20
C4H12N3O, DFT wB97M-V/def2-TZVPD
O 2.63 -0.07 -2.49
C 1.78 -0.49 -1.77
C 1.98 -1.43 -0.61
N 1.04 -1.07 0.49
H 0.71 -0.21 -1.90
H 1.74 -2.44 -0.96
H 3.02 -1.45 -0.30
H 0.70 -1.94 0.88
H 1.60 -0.68 1.25
C -1.92 -0.06 1.78
N -0.89 2.08 -1.03
C -1.31 1.06 -0.29
N -1.35 1.04 1.00
H -1.12 -0.54 2.35
H -2.30 -0.80 1.09
H -2.67 0.33 2.46
H -0.27 2.77 -0.61
H -0.70 1.87 -2.00
H -1.70 0.20 -0.83
H -0.96 1.83 1.49
```